No. 1
Below is 21 unconnected molecules or ions with the total composition C21H57N7O22, with properties calculated with ωB97M-V/def2-TZVPD.

Geometry (Å):
O1 6.405 0.926 6.391
O2 8.457 1.889 2.302
O3 3.180 3.808 -1.214
O4 4.066 -5.909 -0.790
O5 4.745 -3.717 2.757
O6 -1.123 5.117 -1.461
O7 1.559 2.177 -3.816
O8 2.635 -4.990 1.592
O9 -7.263 -0.162 1.923
O10 5.734 3.354 -1.344
O11 -0.080 2.070 1.530
O12 -8.462 2.970 0.069
O13 -4.118 -1.115 -5.584
O14 5.631 0.729 0.968
O15 0.636 2.738 -1.243
O16 -3.237 0.293 -3.475
O17 1.687 -7.341 -1.023
O18 -5.459 2.085 -4.254
O19 5.898 -1.651 5.309
O20 -6.632 -3.803 -2.564
O21 -6.613 5.366 0.507
O22 -1.711 0.151 4.392
N1 -5.110 1.610 2.373
N2 -2.578 0.676 -1.343
N3 4.771 -1.002 2.223
N4 -2.349 -3.860 -2.302
N5 -1.076 -2.050 -2.010
N6 -4.375 2.011 0.353
N7 6.647 0.018 2.957
C1 2.867 -0.129 -1.365
C2 -2.353 -1.572 -2.318
C3 -0.022 -4.251 -1.569
C4 1.154 -2.021 -1.109
C5 0.053 -1.360 -1.615
C6 -3.085 -2.679 -2.400
C7 -2.689 2.156 -1.453
C8 2.837 -1.403 0.642
C9 3.978 -0.810 1.071
C10 -2.801 -0.162 -2.427
C11 3.931 0.588 -0.844
C12 1.070 -3.500 -1.080
C13 5.657 -0.107 2.062
C14 4.547 0.161 0.314
C15 -5.335 2.381 1.304
C16 -1.187 -3.426 -1.960
C17 2.287 -1.299 -0.659
C18 -3.611 0.949 0.835
C19 -4.111 0.650 2.090
C20 -2.582 0.182 0.020
C21 -4.089 2.595 -0.956
H1 0.040 -5.345 -1.543
H2 -4.832 2.278 -1.706
H3 -7.809 3.743 0.043
H4 -4.224 3.706 -0.872
H5 1.214 2.108 -2.867
H6 6.424 -0.291 3.964
H7 -6.522 0.271 2.458
H8 4.723 3.396 -1.348
H9 -8.383 2.461 -0.802
H10 3.163 -4.773 2.427
H11 -4.709 1.432 -4.068
H12 -6.802 5.647 1.461
H13 -5.056 2.925 -4.647
H14 -2.743 -0.910 0.143
H15 -2.581 -0.115 4.836
H16 6.084 4.126 -1.896
H17 -1.228 0.794 5.006
H18 4.418 1.378 -1.380
H19 -0.722 1.712 2.226
H20 0.859 1.997 1.900
H21 1.884 -4.137 -0.672
H22 2.364 3.217 -1.299
H23 2.455 -6.684 -1.077
H24 -1.678 5.008 -2.300
H25 5.683 -3.869 3.105
H26 4.904 -1.598 5.128
H27 -7.206 -4.635 -2.499
H28 -6.693 -3.309 -1.683
H29 9.114 2.593 2.616
H30 6.252 1.025 7.386
H31 4.653 -2.738 2.519
H32 0.993 1.575 -4.401
H33 4.656 -6.619 -1.205
H34 0.132 -0.284 -1.581
H35 1.133 -7.112 -0.208
H36 -3.725 -0.829 -4.697
H37 0.464 2.382 -0.312
H38 -3.749 -0.051 2.845
H39 7.126 0.902 2.984
H40 -4.114 -2.710 -2.661
H41 -4.985 -1.603 -5.403
H42 3.232 -5.523 0.972
H43 2.303 -2.091 1.331
H44 -7.250 -1.156 2.114
H45 4.369 -5.008 -1.135
H46 -1.960 2.634 -0.876
H47 -2.394 2.599 -2.493
H48 -0.651 6.011 -1.509
H49 -1.575 0.232 0.460
H50 2.359 0.078 -2.310
H51 3.122 4.530 -1.920
H52 8.960 1.221 1.732
H53 6.061 -2.421 5.946
H54 -5.935 6.009 0.119
H55 0.011 3.517 -1.404
H56 6.235 -0.040 6.141
H57 -6.237 3.010 1.100

The value obtained for the molar mass is 759.71 g mol⁻¹. As for the electronic energy: -2872.9112 Ha. Its total charge is 0. As for the spin multiplicity: 1. The calculation puts the frontier orbital gap at 7.579 eV. Its HOMO energy is -8.048 eV.

No. 2
Below is a molecular structure, C21H58BCrF7N2O10, with properties calculated with ωB97M-V/def2-TZVPD.

Geometry (Å):
Cr1 0.761 -2.201 -0.087
F1 -3.033 -1.197 2.682
F2 -3.873 -2.361 0.987
F3 -3.644 -3.202 2.990
F4 0.651 1.684 -0.047
F5 -1.406 0.979 -0.767
F6 0.368 -0.433 -0.943
F7 0.262 1.369 -2.292
O1 1.140 -0.239 -4.269
O2 2.162 -2.101 -1.733
O3 -0.765 -1.919 1.209
O4 3.928 -0.068 -1.141
O5 2.528 3.644 -0.601
O6 -0.487 -2.961 -1.551
O7 -6.082 2.867 2.373
O8 -1.556 -3.992 0.865
O9 -2.487 2.745 -2.912
O10 1.356 0.533 2.938
N1 2.061 -0.971 0.925
N2 -2.615 1.541 1.983
C1 1.561 0.821 -5.105
C2 -2.250 -6.052 -0.119
C3 3.941 1.068 -2.044
C4 2.172 4.388 0.563
C5 2.906 5.703 0.511
C6 4.780 0.686 -3.260
C7 3.960 -3.558 -2.493
C8 -3.912 2.068 1.541
C9 2.495 -1.432 2.275
C10 -1.800 -2.452 -1.921
C11 -4.848 2.258 2.749
C12 -1.652 -2.839 1.709
C13 1.187 1.650 3.792
C14 -3.101 -2.396 2.076
C15 -6.885 3.014 3.504
C16 3.861 -2.112 2.307
C17 -2.522 3.830 -2.001
C18 -4.551 1.143 0.500
C19 -2.560 -5.003 0.958
C20 2.551 -3.063 -2.741
C21 2.483 -0.267 3.259
B1 -0.039 0.966 -1.010
H1 -1.350 -6.631 0.098
H2 2.926 1.358 -2.310
H3 -7.832 3.470 3.210
H4 -6.446 3.709 4.232
H5 4.064 -2.691 3.206
H6 2.051 2.807 -0.501
H7 2.765 6.348 1.379
H8 1.096 4.529 0.672
H9 3.977 5.588 0.343
H10 2.775 -1.337 -1.821
H11 -5.035 1.261 3.166
H12 4.547 -0.279 -3.707
H13 -3.127 4.584 -2.501
H14 -5.450 1.614 0.102
H15 4.868 -0.227 -0.993
H16 -3.651 3.015 1.066
H17 -2.640 0.557 2.240
H18 0.258 2.141 3.512
H19 -4.710 0.133 0.875
H20 -2.038 -5.536 -1.058
H21 2.863 -0.515 0.461
H22 2.592 3.888 1.445
H23 1.494 0.508 -6.150
H24 4.701 -2.771 -2.365
H25 -2.322 -3.285 -2.389
H26 2.527 6.301 -0.323
H27 4.230 -4.274 -3.269
H28 2.006 2.374 3.746
H29 4.400 1.894 -1.498
H30 3.337 0.413 3.126
H31 -0.374 -3.660 -2.202
H32 0.862 0.197 -3.448
H33 -2.961 3.503 -1.057
H34 -7.118 2.063 3.998
H35 -2.109 1.952 -2.522
H36 1.695 -0.050 1.248
H37 -1.772 -1.568 -2.555
H38 -2.660 -5.572 1.886
H39 1.118 1.348 4.840
H40 -3.569 -4.652 0.740
H41 -1.550 4.296 -1.813
H42 2.593 -2.466 -3.656
H43 1.724 -2.120 2.639
H44 4.638 -1.343 2.291
H45 2.569 -0.605 4.294
H46 -3.077 -6.753 -0.200
H47 0.960 1.717 -4.946
H48 4.576 1.442 -4.025
H49 -1.217 -3.223 2.642
H50 4.011 -4.120 -1.554
H51 -3.832 1.024 -0.316
H52 -4.354 2.830 3.538
H53 5.856 0.824 -3.136
H54 2.628 1.043 -4.992
H55 1.838 -3.871 -2.878
H56 -2.381 -2.156 -1.049
H57 4.033 -2.748 1.436
H58 -2.046 1.584 1.146

The value obtained for the molar mass is 694.49 g mol⁻¹. As for the electronic energy: -3465.1129 Ha. Its total charge is +1. As for the spin multiplicity: 4. The calculation puts the frontier orbital gap (spin up / spin down) at 4.237 / 5.566 eV. Its HOMO energy (spin up / spin down) is -10.569 / -10.569 eV.

No. 3
Below is 8 unconnected molecules or ions with the total composition C21H58O8, with properties calculated with ωB97M-V/def2-TZVPD.

Geometry (Å):
O1 -1.045 -0.372 6.499
O2 1.774 -4.266 -1.474
O3 -0.934 -6.429 -4.565
O4 -5.407 -0.004 0.588
O5 3.726 -2.035 -1.750
O6 -0.601 3.068 4.339
O7 -0.230 -2.585 -0.464
O8 3.687 5.489 -2.080
C1 3.153 5.388 0.265
C2 -1.045 3.308 2.994
C3 3.644 -1.627 -3.108
C4 4.141 -0.162 -3.138
C5 0.235 -1.259 1.516
C6 0.887 -4.827 -4.880
C7 -0.334 4.539 2.516
C8 -3.442 0.036 6.320
C9 2.797 4.908 -1.120
C10 -3.493 0.763 -0.587
C11 -2.213 -1.452 4.721
C12 -4.840 2.339 0.814
C13 -1.283 -4.207 -3.665
C14 -4.878 1.119 -0.103
C15 -2.137 -0.199 5.597
C16 2.777 3.379 -1.293
C17 0.597 -0.368 -0.861
C18 -0.280 -5.297 -3.982
C19 0.640 -1.568 0.071
C20 4.403 -2.580 -4.017
C21 -0.788 2.072 2.158
H1 -4.552 3.211 0.221
H2 -1.119 -2.219 -0.521
H3 -2.118 3.515 2.962
H4 2.011 2.931 -0.648
H5 -2.847 1.639 -0.715
H6 -3.889 -0.886 6.696
H7 -0.806 5.009 1.640
H8 -3.481 0.418 -1.629
H9 0.681 -1.959 2.223
H10 3.948 -3.568 -3.909
H11 2.472 3.105 -2.300
H12 -2.487 -2.319 5.325
H13 -1.972 -4.495 -2.873
H14 -0.847 -1.196 1.617
H15 2.972 6.440 0.463
H16 0.704 4.367 2.236
H17 -1.880 0.658 4.970
H18 3.935 0.314 -4.100
H19 5.457 -2.712 -3.752
H20 5.203 -0.106 -2.888
H21 -0.478 5.385 3.192
H22 0.701 -0.319 1.827
H23 0.782 -0.712 -1.876
H24 3.606 0.448 -2.409
H25 1.627 -5.623 -4.977
H26 4.623 -1.954 -1.417
H27 -1.844 -3.945 -4.566
H28 -2.940 -1.416 3.902
H29 1.173 -3.842 -0.833
H30 -0.095 2.252 4.394
H31 -3.322 0.757 7.130
H32 -4.143 0.508 5.626
H33 1.629 -2.024 0.015
H34 0.571 -4.486 -5.864
H35 -1.261 -1.600 4.207
H36 -0.769 -3.294 -3.361
H37 -0.313 0.225 -0.736
H38 4.406 -2.329 -5.078
H39 0.286 2.016 1.967
H40 1.773 5.198 -1.390
H41 -6.231 0.225 1.023
H42 0.195 -5.604 -3.046
H43 -2.945 -0.001 -0.039
H44 4.182 5.103 0.491
H45 3.721 2.971 -0.929
H46 -5.779 2.621 1.296
H47 -1.191 1.177 2.634
H48 3.218 5.564 -2.915
H49 2.522 4.812 0.948
H50 2.640 -1.554 -3.528
H51 -5.520 1.409 -0.943
H52 -0.269 -7.124 -4.578
H53 2.526 -3.659 -1.525
H54 1.344 -4.010 -4.315
H55 1.408 0.328 -0.615
H56 -4.130 2.124 1.619
H57 -1.307 -1.037 7.149
H58 -1.292 2.094 1.188

The value obtained for the molar mass is 438.69 g mol⁻¹. As for the electronic energy: -1436.7696 Ha. Its total charge is 0. As for the spin multiplicity: 1. The calculation puts the frontier orbital gap at 9.945 eV. Its HOMO energy is -9.547 eV.